{
  "formula": "C58H59N6O6STeW",
  "method": "the ωB97M-V functional and the def2-TZVPD basis",
  "species": ["W", "C", "C", "C", "C", "C", "O", "C", "C", "C", "C", "C", "C", "C", "O", "C", "C", "C", "N", "C", "C", "Te", "C", "C", "C", "C", "C", "C", "C", "C", "C", "C", "C", "C", "H", "H", "H", "H", "H", "H", "H", "H", "H", "H", "H", "H", "H", "H", "H", "H", "H", "H", "H", "H", "H", "H", "H", "H", "C", "C", "C", "C", "C", "C", "C", "C", "S", "C", "N", "C", "C", "C", "C", "C", "C", "C", "C", "H", "H", "H", "H", "H", "H", "H", "H", "H", "H", "H", "H", "H", "H", "H", "H", "O", "C", "O", "H", "C", "N", "C", "C", "O", "N", "C", "C", "H", "H", "H", "H", "H", "H", "H", "H", "H", "H", "H", "H", "N", "C", "O", "C", "C", "C", "C", "N", "C", "H", "H", "H", "H", "H", "H"],
  "coordinates": [[0.873241, -0.185946, 0.516873], [6.595971, 3.158350, 2.331890], [5.585644, 2.207515, 1.752578], [5.985370, 1.038845, 1.113069], [5.071134, 0.144653, 0.556715], [5.581970, -1.088536, -0.148593], [5.853987, -1.019224, -1.329369], [5.806937, -2.335007, 0.628184], [6.360760, -3.435369, -0.030232], [6.569164, -4.615493, 0.657918], [6.221478, -4.703560, 2.003830], [5.672769, -3.612517, 2.659136], [5.469098, -2.422627, 1.973180], [3.731519, 0.459388, 0.669790], [2.727553, -0.327866, 0.181861], [3.295847, 1.599251, 1.321598], [4.218844, 2.479121, 1.852640], [1.818060, 1.774054, 1.312103], [1.192771, 1.913426, 0.105576], [1.933930, 2.505831, -1.012307], [1.187301, 2.645072, -2.331511], [-0.150224, 4.327528, -2.422181], [-1.238216, 3.562247, -4.054616], [-2.428603, 2.862112, -3.865678], [-3.144524, 2.384998, -4.956609], [-2.672578, 2.595415, -6.244446], [-1.483511, 3.283069, -6.440502], [-0.771588, 3.769595, -5.351326], [1.160845, 2.305250, 2.542144], [0.086144, 3.183598, 2.422494], [-0.555776, 3.670289, 3.551075], [-0.117738, 3.293321, 4.813188], [0.977191, 2.447773, 4.939601], [1.619888, 1.960295, 3.811558], [7.608009, 2.770146, 2.229770], [6.407568, 3.333776, 3.392018], [6.555045, 4.125829, 1.828879], [7.042811, 0.808497, 1.046397], [6.624046, -3.341143, -1.075501], [7.005598, -5.467589, 0.153253], [6.386182, -5.628960, 2.541099], [5.401855, -3.683063, 3.704143], [5.025772, -1.579108, 2.480511], [3.877901, 3.369287, 2.370201], [2.876928, 1.976875, -1.190463], [2.233407, 3.504348, -0.671936], [0.590750, 1.772386, -2.569684], [1.915241, 2.789492, -3.129051], [-2.819900, 2.707414, -2.868262], [-4.078429, 1.859298, -4.798810], [-3.235482, 2.231345, -7.094323], [-1.115695, 3.459533, -7.443031], [0.141770, 4.327828, -5.512376], [-0.237337, 3.483172, 1.433567], [-1.398681, 4.342192, 3.449039], [-0.621375, 3.668446, 5.694488], [1.334358, 2.168402, 5.922583], [2.470701, 1.297876, 3.913027], [-7.039542, 0.850796, 1.334425], [-6.486604, 0.002654, 0.181460], [-7.627742, -0.791521, -0.470015], [-5.894994, 0.937860, -0.873076], [-5.447427, -0.970484, 0.732001], [-5.838813, -1.923833, 1.695609], [-4.962087, -2.847293, 2.223251], [-3.631503, -2.809537, 1.798336], [-2.284111, -3.807711, 2.239028], [-1.295221, -2.923752, 1.098169], [-1.883982, -1.952983, 0.490904], [-3.219519, -1.866180, 0.856154], [-4.130754, -0.958227, 0.314134], [0.082800, -3.323295, 0.801381], [0.370442, -4.683669, 0.915388], [1.608402, -5.189799, 0.567206], [2.560689, -4.314732, 0.076703], [2.272944, -2.959745, -0.022949], [1.048424, -2.397556, 0.350592], [-7.740891, 1.595581, 0.953663], [-6.236806, 1.376657, 1.857488], [-7.570080, 0.241157, 2.066949], [-8.370186, -0.107257, -0.885023], [-8.136859, -1.435862, 0.247082], [-7.252343, -1.420068, -1.279769], [-6.672935, 1.608263, -1.240501], [-5.503662, 0.383094, -1.729455], [-5.090354, 1.557877, -0.467668], [-6.865895, -1.940130, 2.036457], [-5.299153, -3.572653, 2.952581], [-3.780681, -0.254320, -0.428350], [-0.401630, -5.363858, 1.258049], [1.816910, -6.246295, 0.668260], [3.542905, -4.669476, -0.210162], [3.059490, -2.315993, -0.388147], [2.654165, -1.057442, 2.941698], [1.483835, -1.164210, 3.198369], [0.500216, -0.703767, 2.433916], [1.132237, -1.664654, 4.109764], [2.038917, -2.417845, -4.072624], [1.901983, -1.268460, -3.186755], [3.144639, -0.579564, -2.870068], [0.718620, -0.892211, -2.682105], [0.629726, -0.285415, -1.567853], [-0.388141, -1.157291, -3.408032], [-1.690817, -1.003013, -2.783647], [-0.381755, -0.948918, -4.857164], [2.861950, -3.027795, -3.699541], [2.265974, -2.121010, -5.098514], [1.129030, -3.011133, -4.061890], [3.504958, -0.049151, -3.755466], [3.900807, -1.293680, -2.557888], [2.980854, 0.124043, -2.067036], [-2.433923, -1.452488, -3.440959], [-1.944339, 0.053590, -2.638527], [-1.715829, -1.500691, -1.822126], [0.613573, -0.693772, -5.206077], [-1.044070, -0.115272, -5.094788], [-0.727710, -1.839276, -5.383190], [-3.673000, 0.249699, 4.283997], [-3.556059, 1.447818, 3.673063], [-3.929746, 2.500504, 4.149356], [-2.894497, 1.432435, 2.321938], [-3.326049, 2.334441, 1.367898], [-2.696911, 2.359966, 0.139843], [-1.596935, 1.550449, -0.061358], [-1.129649, 0.717506, 0.879242], [-1.805943, 0.627770, 2.040161], [-4.130850, 0.226708, 5.180255], [-3.537115, -0.614654, 3.786397], [-4.134654, 3.014516, 1.608360], [-2.991479, 3.043684, -0.642670], [-1.056453, 1.591687, -0.991445], [-1.400493, -0.042007, 2.780101]],
  "forces_ev_per_a": [[0.76, 0.50, -0.51], [0.02, 0.01, 0.02], [-0.05, -0.04, -0.04], [0.01, 0.02, 0.02], [-0.01, -0.03, 0.05], [0.17, 0.08, -0.06], [-0.13, 0.02, -0.04], [-0.07, 0.05, -0.05], [-0.02, -0.01, 0.02], [-0.01, 0.00, 0.00], [0.01, -0.02, -0.01], [-0.01, 0.03, -0.01], [-0.05, -0.08, 0.03], [-0.03, 0.00, -0.09], [-0.11, -0.27, 0.65], [-0.02, 0.23, 0.07], [0.05, -0.04, 0.07], [-0.29, -0.62, 0.41], [-0.31, -0.53, -0.61], [0.15, 0.06, 0.21], [0.00, -0.04, 0.00], [-0.06, 0.01, 0.25], [-0.01, -0.07, -0.11], [0.00, 0.04, -0.05], [0.00, -0.03, 0.03], [0.01, -0.05, -0.02], [0.02, 0.02, 0.02], [-0.03, -0.02, -0.01], [0.03, 0.17, -0.23], [-0.01, 0.05, 0.06], [0.03, 0.00, -0.01], [-0.02, 0.01, 0.01], [0.03, -0.01, -0.01], [-0.04, -0.06, 0.05], [-0.01, 0.00, 0.00], [-0.01, 0.00, -0.01], [-0.01, -0.01, 0.00], [-0.01, 0.00, 0.00], [0.00, 0.00, 0.01], [0.00, 0.00, 0.01], [0.00, 0.01, 0.00], [0.00, 0.00, 0.00], [-0.04, 0.07, 0.03], [0.00, 0.00, -0.02], [-0.02, -0.05, -0.08], [0.09, -0.02, -0.01], [-0.01, -0.06, 0.01], [-0.01, -0.01, 0.02], [0.02, 0.00, 0.04], [0.01, 0.01, 0.00], [0.00, 0.01, 0.01], [0.00, -0.01, 0.00], [0.00, 0.00, 0.00], [-0.03, -0.01, -0.04], [0.00, -0.01, 0.01], [0.00, -0.01, 0.00], [0.00, 0.00, 0.00], [0.01, 0.03, 0.00], [-0.01, 0.03, 0.03], [-0.01, -0.04, -0.01], [-0.03, 0.02, 0.00], [0.05, 0.07, -0.01], [-0.02, -0.01, 0.01], [0.00, 0.04, -0.01], [0.13, 0.08, 0.07], [-0.11, 0.07, 0.08], [-0.02, 0.01, -0.04], [0.09, -0.07, 0.09], [0.03, 0.11, -0.21], [0.03, 0.01, -0.07], [-0.05, -0.02, 0.04], [0.09, -0.07, 0.07], [0.00, -0.14, 0.01], [0.01, 0.04, 0.00], [0.00, 0.03, -0.02], [-0.03, -0.07, -0.12], [0.26, 0.06, -0.11], [-0.01, -0.01, 0.00], [0.00, 0.01, -0.01], [0.02, 0.00, 0.00], [0.00, 0.00, 0.01], [0.01, 0.00, 0.01], [0.01, 0.01, 0.00], [-0.02, -0.01, 0.00], [0.00, -0.01, 0.00], [-0.14, -0.10, -0.04], [0.00, -0.02, -0.03], [0.01, 0.00, -0.03], [0.02, -0.01, 0.00], [0.03, 0.03, -0.01], [0.00, 0.00, -0.01], [0.02, -0.01, 0.01], [0.01, -0.02, 0.02], [0.06, 0.00, 0.00], [-0.11, -0.03, 0.12], [0.61, -0.06, -0.29], [-0.20, 0.08, -0.03], [0.00, 0.05, 0.00], [0.04, -0.07, 0.01], [-0.09, -0.02, 0.00], [0.06, -0.24, -0.01], [-0.42, 0.31, 0.13], [0.04, 0.29, 0.06], [-0.14, 0.09, 0.05], [0.00, -0.05, -0.03], [-0.01, -0.02, 0.00], [0.03, -0.01, 0.00], [0.00, 0.00, 0.00], [0.03, -0.03, 0.01], [0.04, -0.02, 0.02], [0.01, 0.06, 0.01], [0.00, 0.00, 0.04], [-0.01, -0.01, -0.10], [0.03, -0.08, 0.16], [-0.02, 0.01, 0.01], [-0.06, 0.04, -0.01], [0.00, 0.00, 0.01], [0.04, -0.15, 0.12], [0.07, 0.17, -0.13], [-0.04, -0.11, -0.02], [0.07, -0.15, 0.02], [-0.09, 0.22, 0.02], [0.24, -0.01, -0.06], [-0.23, 0.06, -0.02], [-0.33, 0.12, 0.27], [-0.02, 0.31, -0.05], [-0.02, -0.02, 0.00], [-0.04, 0.01, -0.03], [-0.01, -0.04, 0.00], [-0.04, 0.01, 0.01], [0.13, 0.02, -0.04], [0.00, -0.05, 0.00]],
  "gap_ev": [6.5, 6.5],
  "total_energy_ev": -102281.2251,
  "multiplicity": 1,
  "e_lumo_ev": [-3.71, -3.71],
  "total_charge": 1
}